This record from the OMol25 dataset describes a cluster of 14 separate species, C34H96N6O20S2 in total at a distorted geometry. The level of theory is ωB97M-V with the def2-TZVPD basis set.

Gap between HOMO and LUMO ... 5.94 eV
Charge ... -2
2S+1 ... 1

Element x y z (Å)
O -5.0745 -5.8094 -1.1865
H -4.2108 -6.0684 -0.8570
H -5.3108 -4.9963 -0.7343
H -4.8507 -5.5200 -2.0741
O -3.2822 -3.2113 1.1936
H -2.9917 -2.5451 0.5664
H -4.1651 -3.5154 0.9710
H -2.6366 -3.9216 1.1778
O -4.8423 -1.8704 -1.6941
H -5.2053 -2.5340 -1.1030
H -3.9629 -1.6498 -1.3786
H -4.7743 -2.2776 -2.5608
O -0.8029 -3.7057 -1.9603
H -0.6840 -4.5794 -1.5806
H -1.2468 -3.1670 -1.3012
H -1.2512 -3.7604 -2.8074
O -2.5161 -1.7468 -0.7234
H -2.2453 -0.8212 -0.8796
O -5.5564 -3.5361 0.0111
H -6.4411 -3.9258 0.1524
S -3.7559 -4.0631 -4.1328
O -2.3349 -3.8670 -3.8560
O -4.2862 -5.1203 -3.2720
O -4.4708 -2.8388 -3.9040
O -3.9372 -4.4920 -5.4952
S -1.3715 -5.9420 -0.0401
O -2.6643 -5.9739 -0.7614
O -0.2477 -5.8804 -0.9540
O -1.3492 -4.7061 0.7279
O -1.3459 -7.0807 0.8738
C 1.2329 -3.4952 -7.0690
C 1.1708 -4.1904 -5.6832
C 1.2313 -3.1483 -4.5845
O 1.4852 -3.8568 -3.4546
C 2.6402 -3.4396 -2.6824
N -0.0232 -5.1096 -5.6377
H 2.2259 -3.2219 -7.4256
H 0.7884 -2.5003 -7.0452
H 0.7645 -4.1295 -7.8216
H 2.0196 -4.8550 -5.5222
H 0.3348 -2.5373 -4.4801
H 1.9643 -2.3842 -4.8433
H 2.6388 -4.0023 -1.7489
H 2.6005 -2.4078 -2.3332
H 3.4638 -3.6890 -3.3514
H -0.3681 -5.0066 -4.6941
H -0.7598 -4.6963 -6.1915
C -2.0815 0.3620 4.5779
C -2.8369 -0.9147 4.9327
C -4.2788 -0.6428 5.4246
O -4.2538 -0.0105 6.7834
C -4.4089 -0.8647 7.9329
N -2.9220 -1.8288 3.7958
H -1.7942 1.0384 5.3829
H -2.3734 1.0294 3.7671
H -1.0404 0.2387 4.2795
H -2.2575 -1.4940 5.6517
H -4.7190 -1.6275 5.5817
H -4.8091 -0.1623 4.6024
H -5.4444 -0.8987 8.2717
H -3.7907 -0.4868 8.7472
H -4.1073 -1.8966 7.7528
H -2.0673 -1.7909 3.2589
H -2.8489 -2.8246 3.9477
C -0.7481 1.8748 -3.2840
C -1.7338 0.9811 -2.4812
C -3.1731 1.4858 -2.4598
O -3.2545 2.4917 -1.4887
C -3.7054 2.1521 -0.1860
N -1.7408 -0.3202 -3.1636
H 0.3166 1.7743 -3.0733
H -0.9483 2.9431 -3.2012
H -0.8052 1.6909 -4.3568
H -1.3900 0.9322 -1.4480
H -3.9656 0.7429 -2.3691
H -3.4973 2.0221 -3.3517
H -4.5831 1.5062 -0.2090
H -3.8010 2.9950 0.4985
H -2.9320 1.5610 0.3044
H -2.2907 -0.9669 -2.6163
H -0.8149 -0.6591 -2.9449
C 0.5230 0.0081 1.6900
C 0.7272 -1.5013 1.9666
C 1.4513 -1.7527 3.2644
O 2.6093 -0.8571 3.2963
C 2.5921 -0.1472 4.5069
N -0.5395 -2.1668 2.0334
H -0.1451 0.5432 2.3648
H -0.0004 -0.0455 0.7353
H 1.4894 0.4683 1.4839
H 1.4589 -1.8426 1.2343
H 1.9857 -2.6906 3.4156
H 0.9689 -1.9660 4.2183
H 3.5052 0.4461 4.5555
H 2.4316 -0.8214 5.3482
H 1.6436 0.3894 4.5332
H -1.2367 -1.8554 1.3723
H -0.5598 -3.1723 1.9409
C 3.9628 -0.1233 -4.1855
C 5.0368 0.8210 -3.4958
C 4.7367 2.2662 -3.8969
C 3.6916 2.8936 -3.0186
C 3.9461 2.7776 -1.5809
C 3.9441 1.3286 -1.0675
N 4.9239 0.6087 -1.9520
O 5.1025 -0.6716 -1.6389
C 4.6203 1.5080 0.3351
C 2.5867 0.6960 -0.7751
C 6.4645 0.4233 -3.8809
H 2.8920 -0.0699 -3.9890
H 4.1802 -0.0895 -5.2530
H 4.2456 -1.0802 -3.7468
H 5.7085 2.7302 -3.7283
H 4.3797 2.2675 -4.9268
H 3.7760 3.9442 -3.2964
H 2.7024 2.4838 -3.2227
H 3.1380 3.3613 -1.1400
H 4.8377 3.3615 -1.3520
H 4.2795 2.3876 0.8813
H 5.7024 1.6130 0.2570
H 4.6145 0.6727 1.0354
H 2.5902 -0.2146 -0.1759
H 2.1135 0.4694 -1.7305
H 1.8707 1.3591 -0.2897
H 6.6906 -0.6063 -3.6034
H 6.5426 0.5204 -4.9637
H 7.3360 0.8881 -3.4200
H 5.9385 -0.6283 -1.1691
C 0.1439 4.8766 0.6198
C -0.3209 4.5895 2.1115
C 0.4365 3.2684 2.3822
C 1.8055 3.4100 2.8908
C 1.9799 4.5244 3.9003
C 1.2669 5.9011 3.7263
N -0.1004 5.6010 3.1324
O -0.8735 6.7170 2.8238
C 1.0668 6.5837 5.0574
C 2.1451 6.7516 2.8590
C -1.8448 4.2960 1.9588
H -0.4182 5.7614 0.3210
H -0.2183 4.2296 -0.1791
H 1.2249 4.9618 0.5092
H -0.0962 2.6117 3.0699
H 0.4960 2.6344 1.4975
H 2.4087 3.7845 2.0638
H 2.3169 2.5493 3.3219
H 3.0469 4.7185 4.0101
H 1.6419 4.1158 4.8526
H 2.0129 6.6437 5.5954
H 0.7207 7.6173 5.0696
H 0.2797 6.1206 5.6524
H 1.6398 7.6868 2.6178
H 3.1444 6.9156 3.2623
H 2.2968 6.2851 1.8856
H -2.2580 4.8790 1.1358
H -2.2029 4.4192 2.9809
H -2.1215 3.2711 1.7113
H -1.5730 6.7040 3.4811


This record from the OMol25 dataset describes a cluster of 11 separate species, C35H100N14O11 in total at a distorted geometry. The level of theory is ωB97M-V with the def2-TZVPD basis set.

Gap between HOMO and LUMO ... 9.39 eV
SMILES ... COC[C@H](C)N.COC[C@H](C)N.COC[C@H](C)N.COC[C@H](C)N.COC[C@H](C)N.COC[C@H](C)N.COC[C@H](C)N.COC[C@H](C)N.NC(N)=O.NC(N)=O.NC(N)=O
2S+1 ... 1

Element x y z (Å)
C -1.7284 4.0955 2.1819
O -1.0965 3.5617 3.0629
N -2.2839 5.3587 2.3765
N -1.9920 3.5592 1.0024
H -2.0191 5.6973 3.3000
H -3.2764 5.5352 2.1615
H -1.4130 2.7795 0.6351
H -2.2175 4.2611 0.2899
C 2.3711 0.3625 -3.5047
O 2.9818 -0.6240 -3.9280
N 1.9319 0.3718 -2.2112
N 1.9796 1.3836 -4.2871
H 2.2931 -0.2579 -1.5402
H 1.7285 1.3183 -1.8750
H 1.1622 1.9273 -4.0267
H 1.9884 1.0465 -5.2250
C -0.0907 0.8263 0.5190
O -0.1800 1.8299 -0.1551
N 0.1179 -0.4279 -0.0207
N -0.1921 0.9068 1.8986
H 0.4676 -0.5684 -0.9511
H 0.4136 -1.1798 0.6206
H -0.3885 0.0290 2.3660
H -0.1826 1.7451 2.3884
C 0.0688 -1.9023 -5.1834
C -0.1158 -1.7022 -3.7252
C -1.5460 -1.9661 -3.1836
O -2.4948 -1.3201 -4.0374
C -3.7684 -1.8493 -4.0530
N 0.8477 -2.4063 -2.8778
H -0.8670 -1.7173 -5.7098
H 0.3658 -2.9120 -5.3779
H 0.8795 -1.2176 -5.4763
H 0.0495 -0.7047 -3.4625
H -1.6814 -1.4824 -2.2269
H -1.8603 -2.9945 -3.1937
H -3.8631 -2.8909 -4.3820
H -4.4567 -1.2814 -4.7179
H -4.1965 -1.7380 -3.0563
H 0.9455 -3.4206 -3.0304
H 1.7767 -2.0579 -3.1464
C 4.6979 1.5368 3.7544
C 3.6309 2.6334 4.2388
C 3.1502 2.2982 5.6752
O 2.0840 3.1244 6.0871
C 0.9527 3.1143 5.2265
N 4.3275 3.9329 4.2892
H 4.3395 0.5158 3.8066
H 5.6013 1.7650 4.3152
H 4.8309 1.7550 2.6941
H 2.8507 2.6154 3.4299
H 4.0330 2.4135 6.3279
H 2.8485 1.1901 5.6848
H 0.0702 3.2884 5.8229
H 0.9099 2.2616 4.5678
H 1.0323 3.9691 4.5792
H 3.6916 4.7316 4.6347
H 4.8704 4.2124 3.4867
C -4.6415 0.8240 0.9967
C -4.2083 -0.5075 0.3904
C -5.3141 -1.5316 0.4787
O -5.7083 -1.7618 1.8447
C -6.5345 -2.8891 2.0083
N -3.7765 -0.3905 -1.0134
H -3.7982 1.5361 1.1016
H -5.1956 0.7816 1.9258
H -5.3162 1.3156 0.2746
H -3.3052 -0.8491 0.9737
H -4.9381 -2.4645 0.0021
H -6.2635 -1.2832 -0.0683
H -7.5530 -2.7272 1.6118
H -6.5417 -3.2136 3.0401
H -6.0732 -3.7328 1.4570
H -4.2609 0.4269 -1.4243
H -2.7837 -0.2148 -1.1197
C -6.3720 -6.8810 -0.4586
C -4.9113 -6.9240 -0.1150
C -4.1701 -6.4997 -1.4397
O -2.8007 -6.7752 -1.2808
C -2.0347 -6.1922 -2.3486
N -4.5558 -6.1010 0.9935
H -6.7973 -5.9056 -0.4423
H -6.9613 -7.5907 0.1186
H -6.5140 -7.3362 -1.4612
H -4.6780 -7.9754 0.0811
H -4.2434 -5.3959 -1.5650
H -4.5583 -6.9686 -2.3957
H -1.0039 -6.3996 -2.1514
H -2.3677 -5.1857 -2.4765
H -2.3779 -6.6386 -3.2547
H -4.7929 -6.4346 1.9026
H -3.5143 -5.9375 1.0178
C 4.5999 3.9728 -2.2576
C 4.1765 4.1829 -0.8396
C 3.1473 3.1048 -0.4798
O 2.5924 3.1669 0.8297
C 1.6402 4.2204 0.9102
N 5.3596 4.1314 0.0312
H 5.0317 3.0005 -2.3426
H 5.3442 4.6662 -2.6307
H 3.8204 4.0664 -2.9845
H 3.6685 5.1383 -0.8457
H 3.6383 2.1495 -0.5974
H 2.4051 3.2076 -1.2295
H 1.2428 4.1326 1.9329
H 0.8774 4.2503 0.2089
H 2.1289 5.2469 0.8201
H 5.2147 3.3238 0.5865
H 5.4267 4.9362 0.7266
C -2.8697 3.5772 -3.1714
C -1.3935 3.4543 -3.5280
C -0.5935 4.3541 -2.6287
O -1.0935 5.6684 -2.7251
C -0.7256 6.5780 -1.7326
N -0.9333 2.1257 -3.4836
H -3.1791 3.2301 -2.1765
H -3.4993 3.0604 -3.8888
H -3.1361 4.6146 -3.3410
H -1.2757 3.8650 -4.5154
H 0.4558 4.2578 -3.0382
H -0.5902 4.0217 -1.5496
H -0.9997 7.6113 -1.9607
H 0.3709 6.5077 -1.5297
H -1.2666 6.3981 -0.7843
H -1.6433 1.5105 -3.9210
H -0.8369 1.7313 -2.5461
C -2.2047 -1.7880 3.3187
C -1.4397 -3.0259 2.9484
C 0.0010 -2.8943 3.4347
O 0.5735 -1.8785 2.6394
C 1.8023 -1.3989 3.1338
N -2.0989 -4.2079 3.4979
H -1.8538 -0.8026 2.9338
H -2.3241 -1.6755 4.4171
H -3.2267 -1.9658 2.9485
H -1.3526 -3.0997 1.8419
H 0.5204 -3.8707 3.3690
H -0.0311 -2.6046 4.5085
H 2.1034 -0.5876 2.4346
H 2.4792 -2.2240 3.2657
H 1.6704 -0.8677 4.0587
H -3.0892 -4.1210 3.4261
H -1.7434 -5.0655 3.0383
C 7.1356 0.0871 0.1032
C 6.1555 -1.0309 0.3371
C 5.0119 -0.8318 -0.5834
O 3.8818 -1.6733 -0.4703
C 4.0559 -3.0251 -0.9165
N 6.6333 -2.4034 0.3091
H 7.9147 0.1453 0.8050
H 6.6186 1.0341 0.1462
H 7.5797 -0.0565 -0.9220
H 5.7814 -0.9044 1.3641
H 5.4354 -1.0314 -1.5993
H 4.7100 0.2008 -0.4643
H 4.9295 -3.2490 -1.5536
H 3.2381 -3.2979 -1.5379
H 4.0739 -3.7483 -0.0564
H 7.3595 -2.4598 1.0507
H 7.0802 -2.6496 -0.6065


This record from the OMol25 dataset describes a cluster of 14 separate species, C35H105N21O14 in total at a distorted geometry. The level of theory is ωB97M-V with the def2-TZVPD basis set.

Gap between HOMO and LUMO ... 8.23 eV
2S+1 ... 1

Element x y z (Å)
C -5.0382 6.5859 20.6383
O -4.3761 6.2031 21.6000
N -6.1454 5.9273 20.2913
N -4.6747 7.4823 19.7753
H -6.3262 5.0666 20.7879
H -6.4511 5.9974 19.3312
H -3.8292 8.0299 19.8478
H -5.3099 7.7160 19.0256
C -13.2083 8.3924 20.3129
O -13.6726 8.3587 19.2057
N -13.0888 9.4267 21.0685
N -12.7958 7.3334 20.9220
H -13.1226 10.3936 20.7784
H -12.7864 9.1540 21.9927
H -12.9186 6.4673 20.4172
H -12.2239 7.3933 21.7524
C -8.0138 12.5701 16.4911
O -7.0415 11.8634 16.2687
N -8.6217 13.3399 15.6780
N -8.7119 12.5479 17.6066
H -8.2896 13.4789 14.7343
H -9.3759 13.9022 16.0455
H -9.6468 12.9235 17.6778
H -8.3380 11.9241 18.3075
C -2.5522 11.8916 26.3082
O -2.5003 11.2091 27.2823
N -3.3063 11.6355 25.3041
N -1.8845 13.0057 26.0502
H -3.4696 12.2652 24.5315
H -3.8943 10.8269 25.4472
H -1.8261 13.3338 25.0967
H -1.1909 13.2372 26.7469
C -10.0440 6.3456 23.8210
O -10.5127 6.7639 22.7674
N -10.7412 6.0873 24.8400
N -8.7384 6.1906 24.1321
H -10.2016 5.8254 25.6527
H -11.7507 6.0877 24.8109
H -8.5101 5.5928 24.9136
H -8.1360 6.3622 23.3399
C -4.5341 7.9807 26.9934
O -4.2745 8.2190 25.8350
N -4.1563 8.7735 28.0074
N -5.1669 6.9576 27.4107
H -4.2050 8.4398 28.9595
H -3.4384 9.4591 27.8215
H -5.5372 6.2409 26.8030
H -5.3605 6.7709 28.3843
C -1.8518 7.9686 23.2948
O -1.1752 7.8101 22.2260
N -1.3993 8.6290 24.3199
N -3.0879 7.5129 23.4477
H -0.4510 8.9698 24.2501
H -1.9585 8.6664 25.1601
H -3.5933 7.6173 24.3159
H -3.5030 6.9105 22.7513
C -4.1749 2.6955 27.8485
C -5.5741 2.6415 27.2403
C -5.5368 3.0828 25.7517
O -5.5807 4.5457 25.7410
C -5.4537 5.1067 24.4244
N -6.0846 1.2801 27.1743
H -3.3247 2.2414 27.3395
H -4.1099 2.2405 28.8368
H -3.9059 3.7498 27.9125
H -6.3554 3.1613 27.7948
H -6.3728 2.7288 25.1484
H -4.6191 2.7993 25.2363
H -5.6512 6.1711 24.5510
H -6.1046 4.5753 23.7300
H -4.4391 5.0032 24.0397
H -5.5843 0.7277 26.4926
H -5.7908 0.8371 28.0331
C -8.7745 6.8598 18.0690
C -8.3838 5.6106 17.3349
C -8.8867 5.6548 15.8531
O -8.8478 4.4337 15.1527
C -9.3964 4.5133 13.8232
N -6.9546 5.5491 17.3680
H -9.8446 6.8699 18.2761
H -8.6299 7.7433 17.4472
H -8.2820 7.0303 19.0264
H -8.8833 4.7404 17.7606
H -8.2842 6.3414 15.2586
H -9.9175 6.0090 15.8516
H -9.2167 3.5805 13.2887
H -8.9334 5.1361 13.0579
H -10.4773 4.5784 13.6985
H -6.6193 4.9735 16.6088
H -6.7044 6.4913 17.1039
C -9.3606 18.2377 20.0997
C -8.5370 17.2970 19.1336
C -8.6225 15.8073 19.6108
O -7.7688 15.3955 20.7266
C -8.0237 14.0205 21.0997
N -9.1355 17.5316 17.8598
H -8.7919 18.2556 21.0295
H -10.3936 17.9590 20.3079
H -9.4325 19.2396 19.6765
H -7.5064 17.6387 19.0379
H -8.1892 15.1786 18.8329
H -9.6225 15.3847 19.7081
H -8.9866 13.9317 21.6028
H -7.1488 13.7244 21.6785
H -7.9371 13.4273 20.1894
H -9.0704 18.5203 17.6640
H -8.6926 17.0822 17.0711
C -3.9838 15.3316 23.6043
C -4.5843 14.2460 22.6838
C -4.3955 14.5490 21.2018
O -4.9494 13.4687 20.4477
C -4.8436 13.8225 19.0857
N -4.0776 12.8976 22.8914
H -4.3174 16.3067 23.2493
H -2.9085 15.4967 23.5370
H -4.2450 15.1355 24.6442
H -5.6586 14.2421 22.8683
H -3.3203 14.5308 21.0237
H -4.7852 15.5321 20.9378
H -3.7729 13.9362 18.9160
H -5.2365 14.7659 18.7067
H -5.4040 13.0173 18.6106
H -4.7864 12.4991 22.2924
H -3.3143 12.8978 22.2301
C -12.3780 11.6021 17.7108
C -12.1874 13.0525 18.1664
C -11.7243 13.1334 19.6232
O -12.5686 12.5930 20.5923
C -12.0850 12.8324 21.9434
N -11.2394 13.6499 17.3413
H -12.7933 11.5603 16.7039
H -12.8914 11.0909 18.5252
H -11.3981 11.1285 17.6502
H -13.1276 13.6035 18.1880
H -11.6604 14.1945 19.8640
H -10.6921 12.7950 19.7132
H -11.6230 13.7949 22.1627
H -11.4072 12.0221 22.2118
H -12.8217 12.8691 22.7459
H -11.2358 14.6261 17.6003
H -11.6411 13.5558 16.4194
C -6.9833 12.6188 24.6948
C -8.2925 12.0752 25.0730
C -8.0941 10.9536 26.0513
O -9.3545 10.3123 26.2762
C -9.3407 9.0362 27.0147
N -9.0905 13.1153 25.7252
H -6.5549 13.1284 25.5578
H -7.2169 13.4601 24.0424
H -6.1192 12.0021 24.4473
H -8.9473 11.8311 24.2365
H -7.6185 11.3105 26.9648
H -7.3639 10.2395 25.6704
H -10.3228 8.5824 27.1472
H -9.0071 9.2493 28.0302
H -8.5752 8.3490 26.6541
H -9.8040 12.5239 26.1268
H -8.5327 13.5019 26.4731
C -9.6992 9.6971 20.2611
C -8.3356 10.2539 20.6399
C -7.3748 9.4384 21.5117
O -6.5223 10.2576 22.2690
C -5.6304 9.5101 23.0566
N -7.5764 10.6735 19.4840
H -10.3851 9.6566 21.1073
H -9.5601 8.8018 19.6551
H -10.1672 10.3501 19.5245
H -8.4217 11.2134 21.1498
H -6.7370 8.8430 20.8584
H -7.9919 8.8549 22.1950
H -6.2031 8.8174 23.6733
H -5.0564 10.1035 23.7683
H -4.9623 8.9193 22.4300
H -6.8279 11.1327 19.9829
H -7.0896 9.9151 19.0281


Question: What is the formula in the second record?
Answer: C35H100N14O11


Question: Number 2 is which compound?
Answer: C35H100N14O11